[1]
Below is a cluster of 7 separate species, CH16O6 in total at a distorted geometry, with properties calculated with ωB97M-V/def2-TZVPD.

```
23
Properties=species:S:1:pos:R:3:forces:R:3
C -1.0093 -0.3973 -4.9786 -0.5 0.8 -0.2
H -1.6145 0.4671 -4.6828 -0.3 -0.2 -0.6
H -0.0241 0.0461 -5.1179 0.4 -0.7 0.6
H -1.2784 -0.8220 -5.9483 -0.4 0.2 0.2
H -1.2109 -1.1255 -4.1963 0.9 -0.1 0.0
H 0.8950 2.0210 0.4966 0.6 -0.7 0.6
H -0.4052 2.4612 0.7996 -0.9 -0.4 0.9
O 0.2604 1.8981 1.2239 0.6 1.1 -1.4
H 2.2407 -1.3261 2.2345 0.0 -0.2 0.0
H 2.4063 -0.2673 1.1997 -0.4 0.2 0.0
O 1.8419 -1.0263 1.4103 0.2 -0.2 0.2
H -0.8872 -1.7993 3.2934 -0.6 0.1 -0.2
H 0.0144 -1.0812 2.3633 -0.1 0.4 -0.6
O -0.9354 -1.2475 2.4978 0.7 -0.2 0.7
H -0.3597 -2.4052 -0.6534 0.1 0.1 0.2
H -1.1596 -1.5936 0.3914 0.2 -0.2 0.1
O -1.2492 -2.1817 -0.3694 -0.3 0.0 -0.2
H 2.5280 2.3269 2.1187 -0.6 -0.6 0.0
H 3.8766 1.9820 1.6507 0.2 -0.5 -0.2
O 3.0164 1.5602 1.7774 0.5 1.0 0.1
H -2.8428 0.7050 0.9023 0.1 -0.3 0.2
H -1.8106 0.5948 2.0829 -0.3 -0.1 -0.5
O -2.2930 1.2104 1.5043 -0.2 0.4 0.3
```
Positions in Å, forces in eV/Å.

Properties
Orbital gap   0.39653 hartree
SMILES   C.O.O.O.O.O.O
Relative energy (zero: lowest compared OMol25 entry of this formula, charge and spin)   24.8 kcal/mol
2S+1   1

natural (NBO) population analysis, charges in e, atoms 1 to 8: atom 1 (C): -0.861, atom 2 (H): 0.212, atom 3 (H): 0.213, atom 4 (H): 0.211, atom 5 (H): 0.225, atom 6 (H): 0.457, atom 7 (H): 0.480, atom 8 (O): -0.937

***

[2]
Below is a structure of composition CH17O10V at a distorted geometry, with properties calculated with ωB97M-V/def2-TZVPD.

```
29
Properties=species:S:1:pos:R:3:forces:R:3
O -0.8277 -1.4577 2.4643 2.0 -0.7 -1.9
V 0.4824 -0.9103 1.6706 -4.4 4.7 3.1
O 0.9050 0.1477 2.8196 1.2 -1.3 -1.6
C 0.2127 1.5509 -0.2700 -1.3 -0.2 0.5
O -0.2571 0.3963 0.3479 0.5 -2.2 0.8
H 0.9591 1.3927 -1.0203 1.0 -0.1 -0.2
H 0.4789 2.2629 0.4904 0.7 0.7 0.2
H -0.6301 1.9656 -0.8442 0.1 0.3 -0.2
O 0.4747 -2.5112 0.2830 2.2 0.8 0.2
H -0.1203 -3.1826 0.0634 -2.1 -1.4 -0.2
H 1.2629 -2.7493 -0.2063 0.4 0.2 -0.3
O 2.3549 -0.5343 0.6608 0.5 -0.9 -0.2
H 2.3678 -0.1943 -0.2327 -0.3 0.4 -0.9
H 3.1908 -0.2617 1.0242 0.3 0.2 0.7
O -2.3430 0.0966 -1.4285 0.1 0.0 -0.4
H -1.8974 0.3203 -0.5990 -0.1 -0.4 0.3
H -2.4438 -0.8621 -1.3808 -0.1 0.2 0.1
O -3.1418 -0.3724 1.7929 -0.3 -0.5 0.4
H -2.4759 -0.6048 2.4474 -0.1 -0.5 0.0
H -2.8622 0.5171 1.5604 -0.4 0.3 -0.6
O 2.8592 0.0384 -2.0135 0.4 -1.2 1.3
H 3.5985 -0.5872 -1.8760 -0.3 0.8 -0.7
H 3.0746 0.7309 -2.6232 0.5 0.4 -0.6
O -2.4717 2.0867 1.1787 1.9 0.6 -0.2
H -1.6756 2.0340 0.5552 -1.7 0.1 1.7
H -2.0899 2.0650 2.0923 -0.2 0.3 -1.2
O 0.2618 -0.7385 -2.6379 2.6 1.0 1.5
H 1.1352 -0.4251 -2.1779 -2.3 -1.1 -1.7
H -0.3821 -0.2136 -2.1407 -0.7 -0.2 -0.2
```
Positions in Å, forces in eV/Å.

Properties
Orbital gap   0.31200 hartree
Relative energy (zero: lowest compared OMol25 entry of this formula, charge and spin)   34.9 kcal/mol
2S+1   1

Mulliken population analysis, charges in e, atoms 1 to 8: atom 1 (O): -0.717, atom 2 (V): 0.977, atom 3 (O): -0.550, atom 4 (C): -1.136, atom 5 (O): 0.068, atom 6 (H): 0.286, atom 7 (H): 0.345, atom 8 (H): 0.525

***

[3]
Below is a cluster of 8 separate species, CH18N2O8 in total at a distorted geometry, with properties calculated with ωB97M-V/def2-TZVPD.

```
29
Properties=species:S:1:pos:R:3:forces:R:3
C 2.3149 1.3516 -1.8909 -1.3 -3.5 2.5
O 2.5403 1.0438 -3.0479 1.0 -2.2 -4.0
N 2.0173 0.4850 -0.9213 0.7 -1.0 -0.8
N 2.1597 2.5317 -1.5611 0.2 6.7 0.5
H 1.8419 0.9608 -0.0479 -0.6 -0.6 0.9
H 1.7543 -0.4516 -1.1930 0.2 -1.0 0.6
H 1.9344 2.8024 -0.6145 0.0 0.6 -0.2
H 2.3348 3.1432 -2.3456 -0.1 1.0 0.7
O -4.2068 -0.6618 -1.3644 0.0 0.0 0.2
H -3.2542 -0.6909 -1.4533 0.3 -0.2 0.0
H -4.4688 0.1230 -1.8458 -0.2 0.2 -0.2
O -1.0903 -0.9825 0.2308 0.0 0.1 -1.1
H -0.2845 -1.0445 0.7437 0.5 -0.3 0.4
H -1.2413 -0.0423 0.1338 -0.2 0.6 0.0
O -2.8406 -1.4044 2.1280 -0.3 0.0 0.9
H -2.9452 -2.3489 2.2430 -0.3 -0.2 0.1
H -2.2524 -1.3176 1.3779 0.1 0.0 -0.4
O 1.0513 -1.5388 1.8644 0.2 0.2 -0.2
H 1.6807 -2.1590 1.4964 0.3 0.0 0.1
H 0.6951 -1.9856 2.6323 -0.3 0.0 0.5
O -1.8077 2.4495 0.1886 0.6 -0.3 0.0
H -2.6085 2.1505 0.6194 -0.4 0.0 0.3
H -1.9432 2.2471 -0.7371 -0.2 0.1 -0.3
O 1.5847 1.3996 1.7743 0.3 0.2 -0.8
H 1.1379 1.6611 2.5795 -0.2 0.3 0.2
H 1.4375 0.4557 1.7139 -0.1 -0.7 0.6
O 1.6933 -2.4174 -1.0220 0.2 0.5 0.0
H 1.8476 -2.9600 -0.2487 0.1 -0.3 -0.1
H 0.9176 -2.7997 -1.4325 -0.3 -0.2 -0.2
```
Positions in Å, forces in eV/Å.

Properties
Orbital gap (spin up / spin down)   0.36428 / 0.14925 hartree
Charge   +1
Relative energy (zero: lowest compared OMol25 entry of this formula, charge and spin)   0.0 kcal/mol
2S+1   2

natural (NBO) population analysis, charges in e, atoms 1 to 8: atom 1 (C): 0.657, atom 2 (O): -0.204, atom 3 (N): -0.553, atom 4 (N): -0.718, atom 5 (H): 0.430, atom 6 (H): 0.462, atom 7 (H): 0.438, atom 8 (H): 0.439

***

[4]
Below is a cluster of 7 separate species, CH18NO6 in total at a distorted geometry, with properties calculated with ωB97M-V/def2-TZVPD.

```
26
Properties=species:S:1:pos:R:3:forces:R:3
C -1.2425 1.8987 0.8848 0.0 0.5 1.1
N 0.0722 1.1267 0.8846 -1.5 -0.8 -3.4
H -1.3243 2.6615 0.0952 0.6 -0.4 0.2
H -2.0719 1.2130 0.7362 0.2 -0.2 0.1
H -1.3571 2.4100 1.8697 0.1 -0.5 -0.8
H -0.1115 0.1171 1.0382 -0.2 0.1 0.7
H 0.7777 1.4650 1.5670 0.1 0.2 -0.9
H 0.3466 1.0639 -0.2179 0.2 1.2 3.4
H 0.0088 -2.2537 1.8346 0.6 0.0 0.5
H -0.6870 -2.2222 0.5823 -0.1 0.7 -0.1
O -0.3410 -1.5922 1.2361 -0.6 -0.1 -0.6
H 2.9198 1.5268 2.5260 -1.2 0.6 -2.1
H 2.2791 2.4534 3.2061 -1.3 1.4 0.0
O 2.1984 2.2062 2.2686 2.6 -2.0 2.3
H 1.9891 1.1848 -1.5106 0.1 0.3 -0.2
H 1.7098 2.6939 -1.6302 0.3 0.7 -0.2
O 1.3006 1.8596 -1.4382 -0.1 -1.1 -0.1
H -2.0027 -1.1007 -1.8547 -0.4 -0.9 -0.1
H -0.8369 -0.1780 -1.7456 -1.0 0.1 -0.1
O -1.7854 -0.2535 -1.4954 1.4 0.8 0.4
H -1.8554 -1.0287 -3.7888 0.4 -0.1 -0.8
H -0.6903 -1.4924 -4.7738 -0.4 -0.4 -0.3
O -0.9426 -0.8902 -4.0812 0.1 0.6 0.9
H 1.0500 -4.2660 0.6185 0.0 -0.7 -0.2
H 0.0193 -4.6332 1.7991 0.3 -0.6 -0.4
O 0.5772 -3.9697 1.3893 -0.2 0.6 0.7
```
Positions in Å, forces in eV/Å.

Properties
Orbital gap   0.42518 hartree
Charge   +1
Relative energy (zero: lowest compared OMol25 entry of this formula, charge and spin)   30.6 kcal/mol
2S+1   1

natural (NBO) population analysis, charges in e, atoms 1 to 8: atom 1 (C): -0.430, atom 2 (N): -0.767, atom 3 (H): 0.228, atom 4 (H): 0.242, atom 5 (H): 0.218, atom 6 (H): 0.464, atom 7 (H): 0.460, atom 8 (H): 0.463

***

[5]
Below is a cluster of 7 separate species, CH18NO8S in total, with properties calculated with ωB97M-V/def2-TZVPD.

```
29
Properties=species:S:1:pos:R:3:forces:R:3
N -1.6646 1.1607 0.9694 -0.4 0.1 0.0
C -0.9749 0.0844 0.2171 0.1 0.1 0.1
S 0.8032 0.2676 0.4299 0.2 0.0 -0.2
O 1.1226 1.5919 -0.0433 -0.1 -0.6 0.3
O 1.4201 -0.9342 -0.0581 -0.3 0.7 0.1
H -1.8386 0.9227 1.9461 0.0 0.0 0.0
H -2.5719 1.4007 0.4980 0.1 0.0 -0.1
H -1.1316 2.0449 0.9960 0.0 0.1 0.1
H -1.1711 0.2279 -0.8456 0.1 -0.1 0.0
H -1.2931 -0.9036 0.5423 -0.1 0.0 0.0
H 0.8922 0.2940 1.7898 0.1 -0.1 -0.1
O 2.9613 -3.6005 0.4741 0.2 0.0 0.0
H 3.8051 -3.3924 0.0562 -0.1 0.0 -0.1
H 2.4674 -2.7759 0.4282 0.0 0.0 0.0
O 3.6250 -0.6165 -2.4763 0.0 0.0 0.0
H 2.8898 -1.0849 -2.0699 0.0 0.0 0.0
H 3.6349 0.2541 -2.0673 0.0 0.0 0.0
O -0.8478 3.5149 2.2370 0.4 -0.1 0.0
H -1.0781 4.0370 3.0149 -0.2 0.0 -0.1
H 0.1009 3.6669 2.1332 0.0 0.1 -0.1
O -3.2884 1.9322 -1.0192 0.5 0.4 0.0
H -2.5309 2.3601 -1.4417 -0.1 0.0 -0.1
H -4.0364 2.3391 -1.4874 -0.3 -0.5 0.0
O 4.9778 -5.5482 1.9636 0.0 0.0 0.0
H 5.7977 -5.3913 1.4866 0.0 0.0 0.0
H 4.3098 -5.0002 1.5371 -0.1 0.0 0.0
O -5.3776 1.4288 -3.0050 0.1 0.0 0.2
H -5.0817 0.8781 -3.7377 0.0 0.1 0.0
H -5.9211 0.8417 -2.4681 -0.1 0.0 -0.1
```
Positions in Å, forces in eV/Å.

Properties
Orbital gap   0.33030 hartree
Charge   +1
Relative energy (zero: lowest compared OMol25 entry of this formula, charge and spin)   0.0 kcal/mol
2S+1   1

natural (NBO) population analysis, charges in e, atoms 1 to 8: atom 1 (N): -0.721, atom 2 (C): -0.502, atom 3 (S): 2.013, atom 4 (O): -0.907, atom 5 (O): -0.908, atom 6 (H): 0.443, atom 7 (H): 0.496, atom 8 (H): 0.480

***

[6]
Below is a cluster of 9 separate species, CH19O8S in total at a distorted geometry, with properties calculated with ωB97M-V/def2-TZVPD.

```
29
Properties=species:S:1:pos:R:3:forces:R:3
C -2.0066 1.6468 0.5266 2.3 1.3 -1.2
S -2.2850 0.5927 -0.8898 -0.6 -1.0 -0.1
H -1.9495 2.6725 0.1424 -1.1 0.2 0.4
H -2.7029 1.4869 1.3183 -0.3 0.2 0.7
H -0.9240 1.6403 0.7860 -0.7 -0.8 0.7
H 0.2353 -1.1551 0.2060 -0.4 0.1 0.1
H 0.2254 -1.8469 1.5805 -0.4 -0.1 -0.3
O 0.7578 -1.3046 0.9999 1.5 0.3 -0.2
H -0.5870 1.1322 -2.0365 0.5 0.2 0.0
H 0.7700 0.5128 -2.4055 -0.2 0.2 -0.1
O 0.3261 1.3736 -2.3770 0.0 -0.3 0.1
H 1.6377 -2.6684 -2.0753 0.2 0.0 0.0
H 0.2063 -2.4228 -2.4659 0.1 0.1 0.0
O 1.1168 -2.3176 -2.8035 -0.2 -0.1 0.2
H -1.7090 -2.0535 -0.6594 -0.4 0.7 0.2
H -1.9829 -1.8068 -2.1804 -0.3 0.6 0.4
O -1.5523 -2.3721 -1.5403 0.8 -1.7 -1.0
H -2.1846 -1.1690 0.9059 0.1 0.0 -0.8
H -1.8488 -1.3181 2.2904 0.2 -0.3 0.5
O -1.7559 -1.8358 1.4838 -1.0 0.4 0.5
H 1.5929 2.1931 0.5430 0.1 -0.2 -0.1
H 1.0035 3.2474 -0.3958 0.0 -0.4 0.4
O 1.1538 3.0469 0.5444 0.0 0.4 -0.3
H 2.8016 -0.6586 -0.0764 0.0 0.0 0.4
H 3.2796 0.3558 -1.0721 0.2 0.0 0.2
O 3.5550 -0.0759 -0.2507 -0.4 0.0 -0.4
H 1.3688 0.4145 3.5775 0.0 -0.5 -0.5
H 0.4500 1.3954 2.7685 0.3 -0.3 0.1
O 1.0078 1.2944 3.5554 -0.4 0.8 0.2
```
Positions in Å, forces in eV/Å.

Properties
Orbital gap   0.25020 hartree
Charge   -1
2S+1   1

natural (NBO) population analysis, charges in e, atoms 1 to 8: atom 1 (C): -0.766, atom 2 (S): -0.696, atom 3 (H): 0.202, atom 4 (H): 0.187, atom 5 (H): 0.202, atom 6 (H): 0.489, atom 7 (H): 0.491, atom 8 (O): -0.992

***

[7]
Below is a structure of composition CH20B4CsO at a distorted geometry, with properties calculated with ωB97M-V/def2-TZVPD.

```
27
Properties=species:S:1:pos:R:3:forces:R:3
Cs 0.9489 -0.8274 1.2939 -0.6 0.3 -0.2
B 2.0532 1.1497 -1.2606 -0.1 0.4 -0.4
H 2.7668 1.5049 -1.9878 3.3 1.2 -2.8
H 1.2609 0.7174 -1.8518 -3.0 -2.3 -1.9
H 2.5346 0.5589 -0.4967 1.9 -2.2 3.0
H 1.6256 2.0410 -0.8281 -1.6 3.3 2.1
B -1.5021 2.1321 1.8701 -0.8 0.8 0.5
H -1.0587 2.2942 2.8404 1.7 0.2 4.2
H -2.5765 2.0330 1.8787 -4.2 -0.4 0.4
H -1.3021 2.9889 1.2454 1.1 3.3 -3.0
H -1.0452 1.2729 1.4041 2.2 -3.5 -2.1
B -2.1519 -0.0760 -0.7157 3.0 -1.9 -1.1
H -2.4516 0.4549 -1.6059 -1.8 2.9 -3.1
H -2.2704 -1.1345 -0.8879 -0.4 -4.1 -0.1
H -1.1859 0.2667 -0.3785 3.6 0.8 0.7
H -2.8375 0.2722 0.0412 -4.1 2.1 3.8
B -2.2149 -1.1454 2.5225 0.0 -1.0 0.5
H -2.9097 -0.5206 1.9829 -2.8 2.6 -2.3
H -1.2994 -0.5744 2.5175 3.3 2.5 -0.2
H -2.4779 -1.2697 3.5615 -1.5 -0.6 4.2
H -2.0583 -2.1094 2.0639 0.7 -4.0 -1.9
C 3.1083 -1.8691 -2.4857 1.0 0.7 0.4
O 2.6109 -1.7185 -1.1605 -0.5 -2.1 -1.0
H 2.8114 -2.7321 -3.0815 -0.4 -0.6 0.8
H 2.8899 -1.0487 -3.1694 -0.2 0.5 0.5
H 4.1839 -1.8873 -2.3098 0.4 -0.2 -0.9
H 2.5477 -0.7737 -1.0023 -0.2 1.3 -0.2
```
Positions in Å, forces in eV/Å.

Properties
Orbital gap (spin up / spin down)   0.22680 / 0.17469 hartree
Charge   -2
2S+1   2

Mulliken population analysis, charges in e, atoms 1 to 8: atom 1 (Cs): 1.034, atom 2 (B): 0.105, atom 3 (H): -0.237, atom 4 (H): -0.135, atom 5 (H): -0.408, atom 6 (H): -0.186, atom 7 (B): 0.836, atom 8 (H): -0.269

***

[8]
Below is a structure of composition CH20BeO9 at a distorted geometry, with properties calculated with ωB97M-V/def2-TZVPD.

```
31
Properties=species:S:1:pos:R:3:forces:R:3
Be 0.3337 -0.0692 0.0684 1.4 -1.5 0.0
O -1.1454 -2.0451 -0.3977 0.5 1.3 -0.2
H -0.8232 -2.9456 -0.3589 0.3 -0.4 -0.1
H -2.0528 -2.1017 -0.0980 -0.3 -0.1 0.3
O 0.2195 1.9325 1.7779 -0.1 -0.6 -1.3
H 0.9668 2.4220 1.4345 0.2 0.4 0.0
H -0.0239 2.3967 2.5789 -0.2 0.0 0.7
O 1.3689 1.9424 -0.9878 -1.0 -0.8 0.8
H 1.5504 2.2671 -1.8697 0.0 0.2 -0.5
H 2.1208 2.2264 -0.4680 0.6 -0.1 0.2
O 2.0221 -1.6668 -1.1626 -0.5 0.8 0.8
H 2.3683 -1.3298 -1.9890 0.2 0.1 -0.4
H 1.9752 -2.6142 -1.2907 0.0 -0.5 -0.1
O -0.1355 -0.0957 -2.4517 0.1 0.4 1.2
H -0.8200 -0.3694 -3.0624 -0.4 -0.5 -0.2
H 0.3900 0.5331 -2.9464 0.3 0.2 -0.3
O -1.3112 -0.4731 1.9903 0.3 0.3 -1.2
H -2.0046 0.0847 2.3429 -0.2 0.3 0.3
H -1.1597 -1.1276 2.6721 0.2 -0.4 0.2
O 2.7816 0.2252 0.7950 -1.1 0.5 -0.4
H 3.2714 0.7654 1.4151 0.1 0.2 0.5
H 3.3942 -0.4655 0.5424 0.1 -0.6 -0.2
O 1.2422 -2.1222 1.6324 -0.4 0.9 -0.6
H 1.3123 -2.9884 1.2312 0.2 -0.4 -0.1
H 0.7990 -2.2790 2.4662 0.1 -0.2 0.5
C -2.9809 1.1216 -0.7612 -1.4 -0.2 1.3
O -1.7087 1.4920 -0.4256 -1.1 -1.0 -0.2
H -3.8733 1.6619 -0.4453 0.6 1.4 0.5
H -3.1091 1.1683 -1.8427 0.3 -0.5 -1.5
H -3.2199 0.1158 -0.4159 0.8 -1.1 -0.7
H -1.7483 2.3381 0.0263 0.6 1.6 0.6
```
Positions in Å, forces in eV/Å.

Properties
Orbital gap (spin up / spin down)   0.34255 / 0.15997 hartree
Charge   +3
2S+1   2

natural (NBO) population analysis, charges in e, atoms 1 to 8: atom 1 (Be): 1.670, atom 2 (O): -0.974, atom 3 (H): 0.518, atom 4 (H): 0.503, atom 5 (O): -0.984, atom 6 (H): 0.496, atom 7 (H): 0.531, atom 8 (O): -0.993